Version one
Formula: H19O10
Source: OMol25
Level of theory: ωB97M-V/def2-TZVPD

As for the highest occupied orbital energy: -0.249 hartree. The value obtained for the frontier orbital gap is 9.87 eV.

```
! RIJCOSX wB97M-V def2-TZVPD def2/J DEFGRID3
* xyz -1 1
O 0.700 0.190 -0.129
H -0.217 -0.007 -0.243
O 0.301 -0.522 2.507
H -0.358 0.190 2.890
H 0.417 -0.341 1.516
O 0.074 -2.029 -1.786
H 0.503 -1.241 -1.430
H 0.494 -2.789 -1.565
O -0.468 2.703 0.221
H -1.363 2.596 -0.130
H -0.010 1.856 0.186
O 1.898 0.973 -2.337
H 1.438 0.680 -1.441
H 1.662 1.966 -2.489
O 2.682 1.391 1.651
H 3.346 1.856 1.137
H 2.009 1.014 1.059
O -2.027 -1.935 2.044
H -1.251 -1.491 1.954
H -1.911 -2.841 1.567
O -2.793 1.888 -1.079
H -2.620 1.072 -0.795
H -2.889 1.806 -2.070
O -2.641 -0.800 -0.571
H -2.727 -1.335 0.349
H -1.893 -1.194 -1.131
O 2.528 -1.585 0.144
H 3.274 -1.058 -0.144
H 1.843 -1.013 0.115
*
```

***

Version two
Formula: H19O10
Source: OMol25
Level of theory: ωB97M-V/def2-TZVPD

As for the highest occupied orbital energy: -0.230 hartree. The value obtained for the frontier orbital gap is 8.89 eV.

```
! RIJCOSX wB97M-V def2-TZVPD def2/J DEFGRID3
* xyz -1 1
O 0.608 -1.940 0.615
H 1.265 -2.090 1.298
H -2.937 -1.367 2.585
O -1.815 -2.570 -2.023
H -2.377 -1.867 -1.673
H 1.517 -0.645 0.178
O 3.881 1.717 -0.748
H -0.978 -2.096 -1.957
H 4.244 0.908 -0.412
O 1.806 0.175 -3.783
H -0.052 1.019 1.520
H -0.097 -1.443 1.053
O -0.941 0.725 1.721
H 2.265 -0.524 -1.049
H 0.963 0.124 -4.240
O -2.324 2.534 0.637
H -2.870 2.409 1.413
H -1.635 1.801 0.750
O -0.646 3.700 -1.626
H -1.240 3.568 -2.376
H -0.256 -3.191 2.817
O -0.088 -2.369 3.303
H -0.898 -1.959 2.820
H -1.348 -0.310 1.907
O -2.128 -1.318 2.085
H 2.993 2.024 -0.607
O 2.262 -0.081 -0.191
H 1.660 0.204 -2.835
H -0.832 2.861 -1.180
*
```

***

Preferred: version one; penalty for the next structure: 0.0328 hartree.

***

Version one
Formula: C3H2O
Source: OMol25
Level of theory: ωB97M-V/def2-TZVPD

As for the highest occupied orbital energy: -0.415 hartree. The value obtained for the frontier orbital gap is 9.13 eV.

```
! RIJCOSX wB97M-V def2-TZVPD def2/J DEFGRID3
* xyz 0 1
C 1.508 0.294 1.423
C 2.489 -0.522 1.511
C 0.514 0.772 0.790
O -1.432 0.021 -1.561
H -1.940 0.301 -0.807
H -1.139 -0.865 -1.356
*
```

***

Version two
Formula: C3H2O
Source: OMol25
Level of theory: ωB97M-V/def2-TZVPD

As for the highest occupied orbital energy: -0.373 hartree. The value obtained for the frontier orbital gap is 9.04 eV.

```
! RIJCOSX wB97M-V def2-TZVPD def2/J DEFGRID3
* xyz 0 1
C -1.623 -0.166 -0.117
C -2.810 0.315 0.070
C -0.329 -0.417 -0.047
O 0.571 0.572 -0.003
H -0.063 -1.472 0.101
H 0.179 1.450 -0.166
*
```

***

Preferred: version two; penalty for the next structure: 0.0977 hartree.

***

Version one
Formula: C4H14N
Source: OMol25
Level of theory: ωB97M-V/def2-TZVPD

As for the highest occupied orbital energy: -0.501 hartree. The value obtained for the frontier orbital gap is 9.40 eV.

```
! RIJCOSX wB97M-V def2-TZVPD def2/J DEFGRID3
* xyz 1 1
C -1.956 1.907 3.658
N -1.358 0.996 2.638
H -1.375 1.908 4.576
H -1.931 2.914 3.247
H -2.986 1.614 3.842
H -1.005 0.113 3.045
H -0.482 1.366 2.267
H -2.022 0.777 1.889
C 0.864 -1.548 -1.143
C 1.255 -1.554 -2.612
C 1.430 -0.156 -3.199
H 1.732 -1.755 -0.501
H 0.338 -2.479 -0.919
H 0.304 -0.717 -0.719
H 0.526 -2.031 -3.254
H 2.205 -2.068 -2.699
H 0.511 0.431 -3.215
H 2.166 0.442 -2.677
H 1.786 -0.161 -4.222
*
```

***

Version two
Formula: C4H14N
Source: OMol25
Level of theory: ωB97M-V/def2-TZVPD

As for the highest occupied orbital energy: -0.533 hartree. The value obtained for the frontier orbital gap is 10.65 eV.

```
! RIJCOSX wB97M-V def2-TZVPD def2/J DEFGRID3
* xyz 1 1
C 0.796 2.173 -0.878
C 1.459 1.161 -1.782
H 0.714 3.148 -1.440
H -0.275 2.068 -0.740
H 1.350 2.387 0.057
H 1.431 0.082 -1.509
H 2.521 1.379 -1.891
H 1.105 1.204 -2.806
C -1.316 -1.363 1.423
C -0.769 0.006 0.999
N -0.560 -2.476 0.680
H -0.976 -1.559 2.479
H -2.422 -1.311 1.302
H -0.664 0.235 -0.064
H 0.111 0.397 1.513
H -0.163 -3.216 1.258
H -1.006 -2.955 -0.104
H 0.315 -2.039 0.373
H -1.651 0.679 1.129
*
```

***

Preferred: version one; penalty for the next structure: 0.0121 hartree.

***

Version one
Formula: C26H78O26
Source: OMol25
Level of theory: ωB97M-V/def2-TZVPD

As for the highest occupied orbital energy: -0.348 hartree. The value obtained for the frontier orbital gap is 9.37 eV.

```
! RIJCOSX wB97M-V def2-TZVPD def2/J DEFGRID3
* xyz 0 1
C -0.327 0.058 4.727
C 0.745 0.471 5.755
O 1.265 1.673 5.189
O -0.658 -1.334 4.933
H -0.155 0.353 3.853
H -1.199 0.690 5.020
H 1.514 -0.496 5.588
H 0.423 0.634 6.728
H 2.064 1.991 5.264
H -1.517 -1.466 4.497
C -0.280 0.482 -4.927
C -1.557 -0.079 -5.482
O -1.456 -1.336 -6.143
O -0.561 1.701 -4.187
H 0.324 0.562 -5.748
H 0.288 -0.283 -4.267
H -2.015 0.770 -6.215
H -2.394 -0.208 -4.689
H -2.145 -1.369 -6.643
H 0.206 1.870 -3.786
C -4.587 2.086 3.273
C -4.959 2.390 1.819
O -6.195 1.661 1.687
O -3.564 2.959 3.633
H -4.306 1.095 3.353
H -5.208 2.400 4.100
H -4.166 1.984 1.293
H -5.285 3.326 1.526
H -6.820 2.006 2.120
H -3.397 2.939 4.594
C 0.667 4.062 1.218
C 0.360 3.142 2.307
O 1.462 2.162 2.365
O -0.198 5.206 1.347
H 0.492 3.479 0.119
H 1.707 4.161 1.284
H -0.637 2.700 2.188
H 0.399 3.451 3.388
H 1.454 1.969 3.255
H 0.154 5.790 1.773
C 0.935 -4.203 -2.887
C 0.273 -4.817 -4.114
O 1.047 -5.761 -4.692
O 0.061 -3.304 -2.250
H 1.671 -3.563 -3.200
H 1.360 -5.023 -2.203
H 0.221 -3.951 -4.879
H -0.742 -5.216 -3.899
H 1.724 -5.928 -3.944
H 0.493 -3.169 -1.552
C 1.875 -3.879 1.984
C 2.309 -2.540 2.632
O 3.167 -2.784 3.727
O 1.374 -3.668 0.640
H 1.198 -4.329 2.591
H 2.835 -4.511 1.971
H 1.568 -1.838 2.574
H 2.829 -2.038 1.678
H 2.494 -2.786 4.437
H 2.120 -3.405 0.131
C 3.035 1.998 -2.525
C 2.740 3.429 -2.755
O 1.362 3.551 -3.212
O 4.316 1.895 -2.198
H 2.907 1.312 -3.349
H 2.546 1.700 -1.602
H 3.376 3.873 -3.565
H 2.745 4.128 -1.771
H 1.157 4.712 -3.129
H 4.524 2.411 -1.351
C -3.048 -4.227 -2.760
C -3.679 -3.265 -1.826
O -2.973 -2.537 -0.938
O -3.972 -4.757 -3.712
H -2.345 -4.890 -2.209
H -2.184 -3.574 -3.352
H -4.109 -3.894 -1.260
H -4.376 -2.749 -2.311
H -2.361 -3.083 -0.576
H -4.736 -5.289 -3.134
C 5.071 -2.642 -1.677
C 4.286 -1.438 -0.981
O 3.001 -1.684 -0.730
O 6.351 -2.155 -2.056
H 4.621 -2.887 -2.635
H 5.257 -3.340 -0.937
H 4.422 -0.630 -1.697
H 4.904 -1.217 -0.133
H 2.727 -0.815 -0.304
H 6.442 -2.143 -2.989
C -1.225 0.077 0.378
C -0.026 0.373 -0.548
O 1.116 0.034 0.188
O -2.448 0.389 -0.344
H -1.295 0.834 1.370
H -1.391 -0.875 0.963
H -0.076 1.531 -0.523
H -0.257 -0.330 -1.395
H 1.070 0.474 0.872
H -2.448 -0.291 -1.045
C -2.127 3.886 -1.102
C -3.624 4.017 -1.622
O -4.079 2.724 -1.715
O -1.369 5.054 -1.028
H -1.475 3.161 -1.802
H -2.142 3.245 -0.214
H -3.449 4.443 -2.583
H -4.264 4.676 -0.893
H -3.455 2.162 -1.206
H -1.127 4.897 -0.173
C -3.249 -2.449 3.292
C -4.355 -2.089 2.145
O -4.595 -3.226 1.390
O -3.229 -1.298 4.173
H -2.225 -2.626 3.227
H -3.446 -3.231 3.768
H -3.850 -1.367 1.525
H -5.159 -1.708 2.742
H -4.054 -3.390 0.569
H -4.089 -1.157 4.508
C 4.630 1.968 1.475
C 5.598 2.626 0.614
O 5.070 3.696 -0.073
O 5.152 0.776 2.043
H 3.737 1.661 1.046
H 4.195 2.696 2.242
H 6.019 1.825 -0.037
H 6.627 2.808 1.135
H 4.971 4.202 0.639
H 5.586 1.063 2.817
*
```

***

Version two
Formula: C26H78O26
Source: OMol25
Level of theory: ωB97M-V/def2-TZVPD

As for the highest occupied orbital energy: -0.353 hartree. The value obtained for the frontier orbital gap is 9.88 eV.

```
! RIJCOSX wB97M-V def2-TZVPD def2/J DEFGRID3
* xyz 0 1
C 4.651 0.575 -0.970
C 6.059 1.205 -1.134
O 6.948 1.324 0.004
O 4.133 0.185 -2.257
H 3.956 1.092 -0.309
H 4.685 -0.440 -0.567
H 5.832 2.177 -1.571
H 6.595 0.570 -1.840
H 7.549 0.578 0.067
H 3.179 0.305 -2.235
C 1.697 -0.852 -7.019
C 2.761 -0.624 -5.897
O 2.309 -0.527 -4.575
O 0.666 0.117 -7.217
H 1.142 -1.634 -6.492
H 2.247 -1.255 -7.867
H 3.330 0.236 -6.258
H 3.495 -1.427 -5.994
H 2.969 -0.784 -3.926
H 0.182 0.233 -6.393
C -0.628 5.282 1.650
C -0.279 4.456 2.851
O -0.869 3.164 2.812
O 0.197 6.465 1.533
H -1.618 5.736 1.708
H -0.519 4.750 0.704
H -0.670 5.083 3.657
H 0.755 4.236 3.118
H -1.740 3.160 2.400
H 0.554 6.489 0.643
C -2.326 -4.178 3.271
C -3.106 -3.423 2.176
O -3.564 -4.236 1.104
O -3.090 -4.356 4.484
H -1.332 -3.865 3.591
H -2.148 -5.217 2.987
H -2.436 -2.670 1.760
H -3.866 -2.893 2.752
H -4.445 -4.534 1.349
H -2.531 -4.126 5.229
C 5.705 5.150 0.655
C 4.355 4.826 1.345
O 3.429 4.382 0.309
O 6.612 5.820 1.590
H 5.648 5.691 -0.288
H 6.236 4.221 0.440
H 4.007 5.628 2.000
H 4.602 4.166 2.180
H 2.893 3.637 0.594
H 7.168 5.152 1.996
C 2.287 1.049 3.031
C 2.591 1.915 4.268
O 3.958 1.878 4.682
O 3.236 1.506 2.076
H 1.255 1.259 2.748
H 2.426 -0.007 3.271
H 1.973 1.627 5.121
H 2.411 2.971 4.061
H 4.035 2.415 5.473
H 4.035 1.538 2.613
C -0.950 0.892 -3.423
C -2.259 1.512 -3.850
O -3.228 0.488 -4.016
O -0.305 0.519 -4.640
H -1.115 0.037 -2.767
H -0.298 1.608 -2.921
H -2.223 2.121 -4.755
H -2.560 2.314 -3.173
H -2.872 -0.178 -4.610
H 0.528 0.085 -4.418
C -0.456 -6.496 0.225
C -1.146 -5.626 -0.833
O -1.246 -4.314 -0.340
O -0.508 -7.902 -0.015
H -1.041 -6.410 1.142
H 0.568 -6.147 0.359
H -2.091 -6.114 -1.081
H -0.605 -5.764 -1.770
H -2.062 -4.261 0.166
H -0.592 -8.545 0.690
C -4.591 3.207 2.683
C -3.846 2.594 1.422
O -2.926 3.543 0.848
O -4.823 2.213 3.661
H -5.452 3.856 2.514
H -3.912 3.923 3.148
H -4.479 2.131 0.664
H -3.229 1.772 1.785
H -3.358 3.951 0.094
H -5.642 1.741 3.489
C -0.418 -0.328 4.943
C -1.196 -0.749 3.701
O -2.226 0.178 3.264
O 0.237 -1.460 5.570
H -1.169 0.048 5.640
H 0.285 0.474 4.720
H -1.716 -1.690 3.884
H -0.439 -0.966 2.945
H -2.350 0.017 2.325
H 0.375 -1.282 6.503
C 0.511 -3.249 -3.738
C 1.498 -3.248 -2.600
O 0.942 -2.757 -1.348
O -0.689 -3.910 -3.444
H 0.977 -3.705 -4.614
H 0.118 -2.275 -4.036
H 2.377 -2.625 -2.765
H 1.859 -4.238 -2.319
H 0.186 -3.255 -1.020
H -1.109 -4.009 -4.302
C 0.911 0.591 -0.380
C -0.565 0.441 -0.022
O -1.029 -0.890 -0.083
O 1.403 -0.135 -1.538
H 1.460 0.225 0.488
H 1.101 1.633 -0.640
H -1.104 1.184 -0.614
H -0.656 0.967 0.931
H -0.576 -1.421 -0.744
H 1.172 -1.058 -1.358
C -4.600 -1.430 -1.166
C -5.621 -0.960 -2.245
O -6.914 -0.783 -1.706
O -4.991 -2.801 -0.925
H -4.716 -0.747 -0.321
H -3.546 -1.358 -1.434
H -5.557 -1.639 -3.096
H -5.270 0.012 -2.592
H -7.245 -1.669 -1.535
H -4.580 -3.085 -0.103
*
```

***

Preferred: version two; penalty for the next structure: 0.5502 hartree.